[1]
# C14H11I2N3O3S5SbV

C14H11I2N3O3S5SbV as an isolated structure at a distorted geometry (ωB97M-V with the def2-TZVPD basis set, OMol25).

Properties
Net charge ... -2
LUMO level (spin up / spin down) ... 3.20 / 3.20 eV
Max |F| ... 0.103 Eh/bohr
Multiplicity ... 3
Relative energy (zero: lowest compared OMol25 entry of this formula, charge and spin) ... 0.0 kcal/mol
Gap between HOMO and LUMO (spin up / spin down) ... 0.14401 / 0.14735 hartree
Total energy ... -127914.7304 eV

Last column: Mulliken charge in e.
Element x y z (Å)
V: 0.02480 0.84622 -1.05957  0.327
I: -3.45689 0.72822 5.77466  -0.033
C: -2.26813 0.50411 4.09301  -0.114
C: -1.05426 -0.14595 4.24818  -0.689
C: -0.19582 -0.09864 3.12365  -0.729
I: 1.74260 -0.88926 3.29859  -0.008
C: -0.47992 0.55517 1.88950  1.208
O: 0.51791 0.79760 1.12922  -0.551
C: -1.89034 0.77890 1.71416  0.754
C: -2.44576 1.23356 0.40088  -0.999
N: -1.96867 0.32722 -0.75262  -0.301
C: -2.13658 -1.17731 -0.53337  -0.880
C: -0.85679 -1.89301 -0.67756  0.531
C: -0.77794 -3.27246 -0.77861  -0.945
C: 0.44344 -3.84595 -1.09736  -0.338
C: 1.56723 -3.03231 -1.19620  -1.226
C: 1.45717 -1.69005 -0.98880  -1.065
N: 0.25714 -1.12916 -0.71723  0.826
C: -2.72521 0.90241 2.84827  -1.034
H: -0.71585 -0.54578 5.16625  0.397
H: -2.25898 2.25556 0.09841  0.439
H: -3.49507 1.15653 0.42450  0.464
H: -2.31355 0.67891 -1.65401  0.383
H: -2.82127 -1.59027 -1.28883  0.466
H: -2.57086 -1.26957 0.43787  0.356
H: -1.69916 -3.81939 -0.63311  0.435
H: 0.41570 -4.86019 -1.44478  0.380
H: 2.53915 -3.49717 -1.51345  0.298
H: 2.29945 -1.00707 -0.90673  1.509
H: -3.67472 1.39665 2.76370  0.433
S: 3.77141 -1.38478 -2.91325  -0.747
Sb: 2.80973 0.87809 -2.82746  0.633
S: 5.68237 2.44901 -2.18714  0.526
S: 0.33488 0.75089 -3.11744  -0.712
S: 3.18985 1.86945 -4.93762  -0.752
O: 5.57978 1.51669 -1.03144  -0.403
O: 4.96563 3.65325 -2.04450  -0.283
S: 1.16714 5.29602 -1.36090  -0.537
C: 0.68908 3.85807 -0.99326  0.593
N: 0.35129 2.71578 -0.75560  -0.612


[2]
# C3H10B

An isolated ion of composition C3H10B and charge -1 at a distorted geometry (ωB97M-V with the def2-TZVPD basis set, OMol25).

Properties
Net charge ... -1
LUMO level ... 4.24 eV
Max |F| ... 0.052 Eh/bohr
Gap between HOMO and LUMO ... 0.30531 hartree
Total energy ... -3948.0345 eV

Last column: Mulliken charge in e.
Element x y z (Å)
B: -1.72164 0.57331 -0.21863  -0.028
C: -0.43818 -0.23234 -0.90036  -0.752
C: 0.42392 -0.85375 0.37648  -0.260
C: 1.73163 0.12303 0.56163  -0.832
H: -2.61165 -0.12743 0.09452  -0.209
H: -1.30015 1.07683 0.76619  -0.161
H: -2.02003 1.44152 -0.95229  -0.203
H: 0.16017 0.56639 -1.51952  0.143
H: -0.77120 -1.06455 -1.67838  0.160
H: -0.21192 -0.74674 1.38102  0.211
H: 0.69205 -1.99698 0.23677  0.230
H: 1.49079 1.18385 0.09593  0.231
H: 1.87580 0.31871 1.72697  0.234
H: 2.70040 -0.26185 0.02967  0.237


[3]
# C4H5FOS

One molecule with the formula C4H5FOS at a distorted geometry (ωB97M-V with the def2-TZVPD basis set, OMol25).

Properties
Net charge ... 0
LUMO level ... 0.76 eV
Max |F| ... 0.079 Eh/bohr
Relative energy (zero: lowest compared OMol25 entry of this formula, charge and spin) ... 132.7 kcal/mol
Gap between HOMO and LUMO ... 0.35419 hartree
Total energy ... -19822.8305 eV
Structure (SMILES) ... F[C@@H]1[C@@H]2OCS[C@@H]12

Last column: Mulliken charge in e.
Element x y z (Å)
F: 1.96669 0.80491 -1.38471  -0.238
C: 1.09925 1.21104 -0.50079  0.200
C: 0.63925 0.30987 0.51875  -0.125
O: 0.64954 -0.90980 1.11316  -0.420
C: -0.72902 -1.05452 1.33927  -0.359
S: -1.70268 -0.32853 -0.23520  -0.115
C: -0.16771 0.36658 -0.74616  -0.359
H: 1.27439 2.13637 0.16078  0.327
H: -0.10585 1.00790 1.06364  0.293
H: -1.10318 -2.24871 1.61614  0.300
H: -1.03179 -0.16996 2.24576  0.267
H: 0.26211 -0.43273 -1.43255  0.227


[4]
# C5H9N

One molecule with the formula C5H9N (ωB97M-V with the def2-TZVPD basis set, OMol25).

Properties
Net charge ... 0
LUMO level ... 1.04 eV
Max |F| ... 0.015 Eh/bohr
Relative energy (zero: lowest compared OMol25 entry of this formula, charge and spin) ... 41.0 kcal/mol
Gap between HOMO and LUMO ... 0.38206 hartree
Total energy ... -6819.2157 eV
Structure (SMILES) ... [H]/N=C1/C[C@@H]1CC

Last column: Mulliken charge in e.
Element x y z (Å)
H: 1.65690 1.54554 -1.03587  0.281
N: 0.88822 2.21934 -0.98359  -0.701
C: -0.08775 1.45845 -0.74931  0.430
C: -1.50608 1.23051 -0.50937  -0.635
C: -0.47716 0.06885 -0.52843  -0.281
C: -0.13084 -0.63281 0.77201  -0.308
C: 1.07044 -1.57608 0.68513  -1.175
H: -1.91634 1.49486 0.46319  0.240
H: -2.19725 1.30471 -1.34482  0.272
H: -0.48991 -0.55743 -1.42090  0.376
H: 0.06236 0.12355 1.54496  0.271
H: -1.01197 -1.19781 1.09616  0.278
H: 2.00048 -1.04504 0.45041  0.297
H: 1.21773 -2.09074 1.64104  0.337
H: 0.92119 -2.34589 -0.08060  0.320


Among the records above, which one has the lowest max |F|? C5H9N